Record 1
Density functional theory data (ωB97M-V/def2-TZVPD) for C35H35Br2N6O4S3Ti as an isolated structure.

Each line ends with the Löwdin charge.
CARTESIAN COORDINATES (ANGSTROEM)
C: -5.40035 -2.08136 -4.77443  -0.08
H: -2.53724 -1.35541 -4.34900  0.07
H: 2.95411 2.97441 2.23213  0.12
C: -5.07182 -1.98292 -2.38678  -0.31
N: -1.86403 -1.80490 -2.27233  -0.03
C: 0.96921 3.56522 2.88392  -0.02
C: -2.27705 -2.03258 -1.08031  -1.03
C: 2.70012 -0.45249 -2.45746  -0.07
S: 0.36945 -1.65852 3.08800  0.69
N: -1.09587 -0.64019 -2.33646  -0.09
C: 0.98192 3.04350 -2.69115  0.01
O: 0.48249 -2.51781 -0.04400  -0.26
H: -0.72307 1.40507 -5.73987  0.11
N: 0.14174 1.34166 1.40137  0.07
C: 1.43628 1.67367 1.52365  -0.20
H: -5.50734 -2.66610 -5.67995  0.11
C: 4.18647 -2.15249 2.60052  -0.29
C: -0.23899 1.84597 -4.87946  -0.01
C: 3.55834 -0.73504 -3.50448  -0.06
H: 2.51869 -2.85692 0.12152  0.09
H: -5.68083 -0.19825 -5.77104  0.11
H: -5.05141 -1.97249 -0.23740  0.08
C: 5.07183 -3.12793 1.89142  -0.01
C: 3.90926 -0.16688 3.86580  -0.27
C: -0.31740 1.20602 -3.63199  -0.09
C: -1.11437 -0.00886 -3.46760  -0.21
Ti: 0.19570 -0.38359 -0.60872  0.97
S: -1.94630 -0.99326 0.27767  0.64
H: 0.51378 -5.17996 0.17469  0.09
N: 2.88906 -2.37976 2.55584  0.12
C: 1.89399 2.76698 2.22819  0.00
H: 1.56701 4.57884 -4.05205  0.12
C: -4.89176 -2.66561 -1.06257  -0.41
H: -5.60269 -3.48425 -0.93764  0.09
H: -1.13311 3.81149 3.28015  0.10
H: 1.44052 3.49341 -1.82049  0.13
H: -5.10816 -3.80089 -3.52610  0.12
C: 1.41947 -4.67902 0.51871  -0.06
C: 1.04605 3.63683 -3.93469  -0.05
S: -3.27478 -3.48357 -0.85591  0.91
H: 2.26733 -5.34449 0.34177  0.09
C: -0.72622 2.12223 2.03056  -0.70
C: 4.32500 1.07975 4.56660  0.01
H: -5.05616 -0.01482 -1.53745  0.11
C: 1.63369 -3.38495 -0.22502  -0.26
H: 2.94738 0.32544 -1.75107  0.12
C: -1.95911 -0.47779 -4.61141  0.01
Br: -2.57368 1.77577 1.92767  0.80
H: 6.01658 -3.26733 2.41581  0.09
H: 1.76001 -3.28485 -4.81107  0.12
H: 1.91584 0.18312 4.24576  0.14
H: -1.31431 -0.70502 -5.46423  0.10
H: 0.49273 3.50237 -6.00840  0.11
H: 1.28067 4.43251 3.45165  0.12
H: 4.46564 -0.16197 -3.62846  0.12
C: 0.32023 1.82668 -2.54373  -0.28
N: 1.55489 -1.11438 -2.25685  0.00
H: 5.30353 -2.73214 0.89808  0.10
C: -5.18354 -2.71959 -3.56397  -0.05
H: 4.14813 1.93061 3.90670  0.08
O: 1.90480 -0.27038 0.27474  -0.17
H: -2.64115 0.31676 -4.91616  0.10
C: -5.35929 0.04743 -3.66344  -0.09
C: 1.24321 -2.10609 -3.10571  -0.12
H: 3.75806 1.22395 5.48728  0.10
C: 2.04724 -2.46784 -4.16440  -0.07
O: 3.61788 1.02367 0.85611  0.11
H: 0.31771 -2.63502 -2.91631  0.12
H: 1.71889 -3.55614 -1.29514  0.10
C: 3.22320 -1.75986 -4.36946  -0.67
C: 0.44053 3.03405 -5.03506  -0.06
O: 0.27542 1.27455 -1.32774  -0.17
N: 2.58216 -0.43261 3.80053  0.11
H: 1.35208 -4.49584 1.59165  0.07
C: 4.75460 -1.03978 3.25599  0.03
H: 4.56301 -4.08168 1.77479  0.08
H: -5.43437 1.12767 -3.69456  0.11
C: -5.49485 -0.69472 -4.82631  -0.10
C: -5.14811 -0.59621 -2.44898  -0.05
C: 2.43275 0.77990 0.84200  -0.56
Br: 4.34837 -2.19711 -5.80448  0.83
H: 5.82236 -0.87959 3.26900  0.13
C: -0.36370 3.23177 2.79191  -0.09
H: 0.28549 -2.49105 0.91997  -0.02
C: 2.03470 -1.51039 3.13572  -0.80
H: 5.38440 1.04876 4.80686  0.09

As for the net charge: +1. The orbital gap comes out at 0.263 Eh. As for the energy above the lowest of the compared OMol25 structures with the same formula, charge and spin: 42.5 kJ/mol.

***

Record 2
Density functional theory data (ωB97M-V/def2-TZVPD) for a 16-piece molecular cluster, C35H35BrCl60IN3OPSi overall in a non-equilibrium geometry.

Each line ends with the Löwdin charge.
CARTESIAN COORDINATES (ANGSTROEM)
Cl: -10.19955 4.41363 -0.51253  0.55
H: -0.19592 -4.54707 -1.95749  0.00
C: -13.53493 6.56122 4.62667  -2.02
Cl: -0.09854 0.22555 8.11415  0.47
C: -0.62460 -6.63647 0.49091  -2.00
Cl: 3.18421 -3.60488 11.00930  0.52
C: 6.64040 -2.19357 -0.83144  -0.22
Cl: -1.84692 0.64228 5.84274  0.50
Cl: -11.41894 1.92180 -3.69425  0.47
H: 3.28508 1.08667 -2.61186  0.06
N: -0.17787 -1.77210 0.14449  0.09
O: 2.24234 0.10447 0.30640  -0.45
C: -0.51935 3.62125 2.35689  -1.99
H: 0.02140 1.40872 -3.11455  0.12
H: 5.03429 2.36668 -0.40316  0.12
C: 8.92333 -1.25558 -2.68711  -0.18
C: -3.54887 5.36835 -2.46950  -2.01
Cl: 1.36664 -1.50043 10.20250  0.46
Cl: -13.99072 6.08711 -4.88421  0.52
Cl: 0.95624 -2.90466 12.71239  0.51
Cl: -14.74330 9.67966 1.00249  0.51
C: 5.34611 -3.76073 0.73047  -0.17
C: 3.68346 2.00967 -2.12191  -0.21
H: -0.12664 -0.98045 0.78016  0.11
Cl: -8.18863 5.67002 -2.17519  0.49
Cl: -3.10120 6.25215 -3.93667  0.54
Cl: -14.41992 7.73260 -2.54217  0.50
Cl: 6.74136 -1.10174 -8.11510  0.44
C: 2.62123 2.82484 -1.28487  -0.20
C: 4.80177 -3.72500 -1.71664  -0.10
Cl: -5.31219 5.24316 -2.36779  0.49
Cl: 8.54051 0.11586 -10.02747  0.53
Br: -0.33104 -3.31924 -4.16823  0.70
Cl: -0.55942 -8.31828 1.03115  0.56
Cl: 3.94220 1.86114 -5.57614  0.57
Cl: 7.24429 -10.63284 2.69198  0.51
H: 8.26598 1.62455 -1.04688  0.08
Cl: -14.47841 6.72342 6.11792  0.53
C: 1.14107 -2.80150 -1.66881  -0.22
H: 1.46286 -1.93522 -2.31722  0.09
C: -9.44127 4.41432 -2.11270  -1.98
C: 1.15090 2.78918 -1.85595  -0.18
H: -0.20839 0.92769 -0.01879  0.03
Cl: -9.68992 -0.22791 -4.56854  0.51
Cl: 9.55541 -9.89570 1.11328  0.53
C: 4.53531 -4.27945 -0.38455  -0.13
H: 2.66908 2.56360 -0.19070  0.07
Cl: -1.67419 -5.70623 1.57171  0.54
H: 0.48493 3.27342 -1.08157  0.06
H: 8.84298 -0.64937 1.32592  0.04
Cl: 7.38223 -8.01683 1.46243  0.50
Cl: -2.23272 -1.97307 8.39048  0.48
H: 3.76373 -5.07362 -0.25573  0.06
H: 10.27052 -0.71199 0.15815  0.04
Cl: 4.03742 -0.23611 -7.56703  0.51
C: 3.69684 -6.34791 4.11366  -1.99
Cl: -1.97997 -2.07183 11.26939  0.50
Cl: 9.11126 -8.65991 3.69182  0.52
H: -1.61623 -0.35769 -2.43796  0.18
Cl: -4.39011 -3.03526 10.00128  0.53
Cl: -13.85872 7.94521 3.56969  0.48
Cl: 0.91827 -0.06073 5.41461  0.44
H: 4.17223 2.65236 -2.90100  0.08
C: 7.40309 0.91506 -0.89440  -0.25
C: 8.32441 -9.30156 2.23968  -2.05
C: -13.51414 7.58151 -4.05636  -2.02
Cl: 4.38230 -7.96413 3.89887  0.53
C: 6.21226 1.29570 -1.89643  -0.26
H: 2.94702 3.90577 -1.32831  0.12
Cl: -16.76628 8.42172 2.65448  0.50
C: -0.90864 -1.56403 -1.02148  -0.30
Cl: -12.13192 -0.82783 -3.13202  0.52
Cl: 1.00643 -5.94073 0.50558  0.54
H: 9.30286 -2.24031 0.62323  0.04
H: -1.36694 1.65507 -1.17110  0.10
Cl: 0.50738 2.25472 1.86648  0.57
N: -1.43369 -2.74761 -1.65308  0.06
Cl: 3.89079 -5.42310 2.60832  0.53
Cl: -11.80714 6.50909 5.02316  0.52
Cl: -8.68973 2.83667 -2.40899  0.50
C: -0.19692 0.84121 6.45804  -2.01
C: -16.00919 8.43731 1.04968  -2.04
N: -1.07776 -0.38621 -1.56609  0.14
H: 6.96434 -2.41545 1.39423  0.10
C: 2.16870 -2.27273 11.58797  -2.02
H: 9.69228 -2.05708 -2.48490  0.05
H: 1.95800 -3.56703 -1.80174  0.11
Cl: -1.21546 4.38265 0.91558  0.51
H: 5.94580 -2.34362 -2.99115  0.06
Cl: 5.83484 -0.30700 -5.28311  0.53
H: 6.50461 2.29030 -2.34625  0.11
H: 1.08654 3.45378 -2.75962  0.12
Cl: -17.23523 8.80171 -0.17639  0.53
Cl: -1.81485 3.03077 3.40732  0.53
H: 7.01567 1.14913 0.14138  0.08
C: 0.56858 1.35247 -2.12681  -0.16
Cl: -13.99542 5.06354 3.79669  0.51
H: 1.32670 0.53306 -2.16080  0.08
P: 2.64645 -1.52248 0.47121  0.61
H: 9.45358 -0.38705 -3.14799  0.04
C: 5.83273 -2.70569 -1.94735  -0.08
Cl: 1.97284 -6.47999 4.50756  0.52
Cl: 5.89298 -0.71375 -10.85409  0.52
Cl: -13.86406 8.97161 -5.09834  0.53
Cl: 4.54149 -5.51362 5.42744  0.54
H: 4.60005 0.60150 -0.58526  0.08
Cl: -12.25766 0.17499 -5.84388  0.53
Si: 8.02973 -0.87297 -1.05414  0.58
Cl: -10.67354 4.76208 -3.35060  0.45
C: 4.20866 0.13005 -5.84087  -1.98
Cl: 3.00717 -0.80210 -4.92284  0.51
C: -11.37644 0.26094 -4.30939  -2.02
Cl: -11.77849 7.52884 -3.70036  0.48
C: -0.53810 0.89387 -1.07628  -0.16
C: 9.26255 -1.13966 0.40074  -0.20
I: 2.68536 -1.92251 2.90724  0.49
H: 4.18877 -4.10151 -2.56982  0.09
Cl: 7.90523 -2.70003 -10.23086  0.53
Cl: -2.84118 3.73767 -2.52261  0.50
Cl: -1.92025 -4.52157 9.73013  0.52
C: 1.12506 -2.44607 -0.13048  -0.49
Cl: -15.29507 6.85031 0.71086  0.49
C: 4.85329 1.54318 -1.14203  -0.21
H: 1.12034 -3.43354 0.41505  0.04
H: 2.88641 0.66246 0.78566  0.03
Cl: -2.93288 6.23127 -1.04868  0.51
H: -2.03764 -2.47894 -2.43189  0.08
H: 6.12735 0.58486 -2.75963  0.05
C: -0.19481 -3.45120 -2.17399  -0.63
C: 7.27166 -1.10052 -9.80694  -2.02
C: 6.37428 -2.73910 0.50427  -0.08
Cl: 0.23774 2.55922 6.43828  0.53
Cl: 3.17829 -1.07913 12.42149  0.53
H: 5.14571 -4.17460 1.75564  -0.05
Cl: 0.46010 4.80426 3.23676  0.55
H: 8.17992 -1.71334 -3.39791  0.01
Cl: -1.25540 -6.56651 -1.16370  0.57
C: -2.62890 -2.90124 9.84866  -2.02

As for the net charge: +1. The orbital gap comes out at 0.296 Eh.